65
Properties=species:S:1:pos:R:3:forces:R:3 method="wB97M-V/def2-TZVPD" multiplicity=5 total_charge=-2 max_force_ev_per_a=0.6 de_lowest_kcal_mol=4.3 gap_ev="6.649 / 6.513" lumo_energy_ev="4.23 / 4.23"
Fe 0.04971 -0.04597 -0.69698 0.610 0.196 0.063
Cl 5.24190 4.83944 0.26424 0.058 0.049 0.029
C 4.02538 3.76328 -0.40211 0.035 -0.128 0.060
C 3.06201 4.27312 -1.27464 -0.041 0.036 -0.039
C 2.10534 3.44362 -1.79910 -0.025 -0.004 -0.012
C 2.03058 2.05150 -1.47787 -0.006 0.019 0.037
O 1.08744 1.33985 -1.95268 0.015 0.063 -0.079
C 3.05122 1.56470 -0.58904 -0.006 -0.088 0.030
C 3.14518 0.16786 -0.22450 -0.166 -0.048 -0.158
N 2.31296 -0.69699 -0.67068 0.105 0.178 0.118
C 2.41766 -2.05799 -0.39043 0.023 -0.091 -0.054
C 3.38235 -2.68348 0.35788 -0.064 -0.007 -0.077
C 3.36680 -4.08173 0.53110 -0.016 0.031 -0.018
C 2.40202 -4.85464 -0.04331 -0.002 -0.022 0.019
C 1.37583 -4.24717 -0.80567 0.018 -0.075 -0.010
C 0.32864 -4.97721 -1.40729 0.003 0.045 -0.010
C -0.64076 -4.31771 -2.10825 0.058 0.041 0.039
C -0.57978 -2.91013 -2.17193 -0.041 -0.044 -0.060
N 0.37383 -2.20203 -1.62688 -0.214 0.040 0.023
C 1.37065 -2.84734 -0.96546 0.168 0.013 0.054
C 4.01940 2.43211 -0.06777 -0.044 0.111 -0.043
H 3.06994 5.32806 -1.52157 0.002 0.001 0.001
H 1.33640 3.83074 -2.45667 -0.001 0.003 -0.008
H 3.97226 -0.10065 0.43639 0.014 -0.038 -0.022
H 4.13318 -2.09832 0.86936 -0.026 -0.008 -0.018
H 4.12507 -4.53528 1.15693 -0.002 -0.022 0.002
H 2.37934 -5.92799 0.10570 0.010 -0.008 0.000
H 0.30435 -6.05575 -1.29327 0.001 -0.002 -0.003
H -1.46354 -4.84129 -2.57646 -0.007 -0.006 -0.004
H -1.36846 -2.35397 -2.66556 -0.007 0.024 0.003
H 4.76076 2.03708 0.61667 0.022 0.000 0.013
Cl -3.82373 2.43830 -2.90356 -0.021 -0.028 -0.033
C -2.82399 2.99280 -1.58472 0.010 -0.036 0.008
C -3.04535 4.27875 -1.07952 0.015 0.050 0.028
C -2.31389 4.75518 -0.03060 0.004 0.002 0.014
Cl -2.63106 6.36921 0.57599 -0.023 0.057 0.009
C -1.31427 3.95805 0.58111 -0.034 0.000 -0.063
C -0.53143 4.33193 1.69615 0.020 -0.021 -0.002
C 0.37182 3.44717 2.21235 0.005 -0.024 -0.018
C 0.52967 2.18277 1.60925 0.061 0.048 -0.019
N -0.16341 1.83501 0.55491 -0.134 -0.056 0.130
C -1.09033 2.67481 0.04754 -0.023 -0.043 -0.084
C -1.85740 2.12675 -1.06650 0.141 0.007 0.095
O -1.64057 0.94015 -1.46831 -0.232 -0.154 -0.173
H -3.81455 4.89323 -1.52799 0.004 0.006 0.002
H -0.66751 5.31196 2.13445 0.001 0.002 0.003
H 0.97119 3.69533 3.07743 0.006 0.014 0.006
H 1.23640 1.45657 1.99947 -0.003 -0.015 -0.006
N -7.09038 -0.83000 -0.27412 0.031 -0.004 0.020
C -6.02029 -1.16041 -0.00821 -0.164 0.036 -0.049
C -4.70742 -1.62201 0.32930 0.063 -0.006 0.024
C -4.53342 -2.53750 1.36882 0.109 0.030 -0.060
C -3.25447 -2.97708 1.63984 -0.006 0.050 -0.034
C -2.20127 -2.49402 0.86690 0.033 -0.074 0.079
N -2.36626 -1.60760 -0.11226 -0.078 -0.039 -0.020
C -3.58904 -1.17335 -0.37654 -0.013 -0.008 0.088
H -5.38534 -2.87827 1.94282 -0.015 0.003 -0.008
H -3.04757 -3.66520 2.44683 -0.006 -0.017 0.008
H -1.18207 -2.80845 1.06467 0.020 0.014 0.021
H -3.67066 -0.42751 -1.16031 -0.033 0.003 -0.019
O 0.03504 -0.68954 3.69974 -0.064 0.057 0.002
Se 0.91702 -1.35645 2.51069 0.163 -0.074 0.132
O 0.91310 -2.99043 2.57213 -0.006 0.031 -0.045
O 0.18171 -0.97796 1.05172 -0.217 -0.080 0.051
O 2.43201 -0.72789 2.46041 -0.090 0.009 0.036

***

71
Properties=species:S:1:pos:R:3:forces:R:3 method="wB97M-V/def2-TZVPD" multiplicity=2 total_charge=-1 max_force_ev_per_a=1.3 de_lowest_kcal_mol=32.8 gap_ev="4.451 / 6.429" lumo_energy_ev="1.07 / 1.07"
Ir -1.26207 -0.10703 0.38181 0.258 1.271 -0.286
O -5.18777 6.36083 -0.88194 -0.125 -0.039 -0.002
N -4.61196 5.47970 -1.54994 0.308 0.153 0.038
O -4.45805 5.59656 -2.78641 -0.080 -0.087 -0.036
C -4.08301 4.37749 -0.87530 -0.049 -0.068 -0.007
C -4.27075 4.32576 0.51070 -0.004 -0.015 0.015
C -3.75921 3.28428 1.28699 -0.048 0.062 0.017
C -3.95955 3.17466 2.68726 0.019 -0.039 0.011
C -3.44327 2.09995 3.35888 -0.014 0.024 -0.032
C -2.68834 1.14548 2.67646 0.017 0.013 0.037
N -2.45048 1.25050 1.36551 0.190 -0.187 0.248
C -3.00435 2.25864 0.67426 -0.054 0.043 -0.072
C -2.86693 2.25296 -0.75796 0.006 0.051 -0.096
N -2.25511 1.17591 -1.27265 -0.126 -0.609 0.295
C -2.09706 1.06402 -2.57769 0.073 -0.048 -0.073
C -2.54921 2.04802 -3.44307 0.008 0.009 0.037
C -3.19233 3.15997 -2.94083 -0.017 0.022 0.034
C -3.38900 3.29826 -1.55326 -0.002 0.001 -0.053
H -4.83029 5.12050 0.97827 0.004 0.002 -0.008
H -4.53731 3.93401 3.19859 0.002 -0.002 0.006
H -3.60226 1.97307 4.42102 -0.003 0.000 0.001
H -2.28050 0.28354 3.17914 0.018 -0.004 -0.002
H -1.61375 0.16027 -2.92931 -0.026 -0.005 0.006
H -2.40349 1.93512 -4.50849 0.004 -0.011 0.002
H -3.56021 3.93245 -3.59250 -0.008 0.014 -0.013
O -2.49556 -1.41039 1.34403 -0.261 -0.001 -0.318
N -2.36012 -2.67282 0.87507 0.051 -0.049 0.021
C -1.88184 -3.57311 1.76334 0.011 0.014 -0.032
C -1.76365 -4.88851 1.43879 0.026 0.002 0.064
C -2.13927 -5.28223 0.14146 -0.014 -0.022 -0.057
C -2.60059 -4.35919 -0.74868 0.037 -0.026 0.033
C -2.72555 -2.98086 -0.41635 0.043 0.163 0.156
S -3.23691 -1.77909 -1.45891 -0.311 -0.321 -0.165
H -1.61062 -3.14423 2.71614 -0.003 -0.001 -0.003
H -1.37583 -5.58834 2.16308 -0.001 0.000 0.002
H -2.05267 -6.31986 -0.15495 -0.002 0.000 -0.003
H -2.88481 -4.63505 -1.75325 -0.005 0.014 -0.003
O 4.09643 -2.66987 0.58840 0.020 -0.007 -0.022
S 3.81287 -1.28557 0.83467 -0.063 -0.006 0.137
O 4.51253 -0.30099 0.05678 0.058 0.019 -0.018
N 2.19407 -1.01182 0.74141 0.257 0.020 0.230
C 1.69615 -0.65250 1.88176 -0.041 -0.107 0.122
S 0.08024 -0.25208 2.23349 0.069 -0.354 0.113
C 2.67936 -0.59711 3.01845 0.053 0.034 -0.069
C 2.48272 -0.26827 4.34958 0.002 0.003 -0.023
C 3.58191 -0.28474 5.19840 0.000 -0.002 0.000
C 4.84900 -0.61922 4.72844 -0.001 -0.002 -0.001
C 5.04626 -0.94738 3.39282 -0.001 -0.005 0.004
C 3.94267 -0.92677 2.56654 0.022 0.003 0.009
H 1.49917 -0.00137 4.71164 -0.007 0.000 -0.002
H 3.45257 -0.02939 6.24219 0.001 -0.002 -0.001
H 5.68904 -0.62159 5.41085 -0.001 0.000 -0.001
H 6.02491 -1.20780 3.01261 0.003 0.000 0.003
O 0.31643 0.84600 -0.72979 0.073 0.035 0.193
C 0.66727 -0.28885 -1.16106 -0.010 -0.059 -0.047
O -0.00450 -1.29507 -0.79401 -0.355 0.071 -0.289
C 1.83710 -0.44752 -2.05393 0.018 0.037 -0.086
C 2.67057 0.63582 -2.28777 0.003 -0.012 -0.036
C 3.81236 0.43372 -3.03825 -0.015 0.003 -0.035
C 4.15291 -0.79631 -3.56411 -0.013 0.037 0.024
C 3.28628 -1.84326 -3.31863 0.001 0.005 -0.012
C 2.13632 -1.70124 -2.56733 0.003 0.011 0.010
N 3.61735 -3.17000 -3.87486 0.031 0.028 0.084
O 2.83478 -4.07264 -3.67387 -0.042 -0.034 -0.019
O 4.65464 -3.27313 -4.49768 0.021 -0.004 -0.044
N 4.72381 1.57104 -3.27384 -0.026 -0.043 0.051
O 5.75970 1.34462 -3.86591 0.011 0.012 -0.024
O 4.37989 2.65865 -2.86417 0.003 0.001 -0.006
H 2.44638 1.60414 -1.86504 0.003 -0.006 -0.009
H 5.05721 -0.93445 -4.13446 -0.002 -0.001 0.002
H 1.49530 -2.54626 -2.36268 0.003 0.000 0.004

***

63
Properties=species:S:1:pos:R:3:forces:R:3 method="wB97M-V/def2-TZVPD" total_charge=+1 max_force_ev_per_a=0.1 de_lowest_kcal_mol=10.2 gap_ev=7.520 lumo_energy_ev=-4.21
Au -0.15285 -0.09867 0.38103 -0.001 -0.010 -0.067
O -3.98535 -0.36397 -0.67285 -0.002 -0.017 -0.019
C -2.83290 -0.08113 -0.51071 -0.018 0.044 0.054
O -1.97025 -0.86629 0.12252 0.010 -0.020 -0.041
C -2.25865 1.21892 -1.02860 0.010 -0.008 -0.022
C -3.02101 2.11570 -1.74346 0.000 -0.002 0.001
C -2.41166 3.27163 -2.21260 0.000 0.001 -0.003
C -1.06413 3.48231 -1.96468 -0.002 -0.001 0.004
C -0.35761 2.53999 -1.23956 -0.005 -0.006 -0.005
N -0.96064 1.44494 -0.77830 -0.001 0.032 0.002
H -4.06273 1.88578 -1.91766 0.001 0.002 0.001
H -2.98235 3.99808 -2.77524 0.001 -0.001 0.000
H -0.55554 4.36471 -2.32487 0.000 -0.001 -0.001
H 0.69367 2.64636 -1.01688 -0.014 -0.004 -0.015
F -1.23514 -6.88876 -1.29803 -0.009 -0.028 -0.017
C -0.87970 -5.79121 -0.66281 0.006 0.020 0.043
C -0.94983 -5.73122 0.71542 0.013 0.027 -0.049
F -1.36509 -6.77497 1.41088 -0.010 -0.024 0.019
C -0.56459 -4.56847 1.36106 -0.009 0.001 -0.040
F -0.59265 -4.58370 2.69409 -0.008 -0.003 0.015
C -0.13959 -3.43742 0.67059 -0.006 -0.032 0.063
P 0.31667 -1.97205 1.64837 0.008 -0.035 -0.003
C 1.99297 -2.24555 2.20927 0.043 0.044 -0.088
C 2.21112 -2.96713 3.38637 -0.015 -0.034 0.009
C 3.50464 -3.29164 3.75576 -0.019 0.001 0.006
C 4.57372 -2.90813 2.95668 0.010 0.011 -0.015
C 4.35444 -2.20857 1.77923 0.015 -0.011 0.023
C 3.06558 -1.87806 1.39526 -0.003 0.003 0.026
C -0.81713 -1.81059 3.03078 0.041 0.000 0.058
C -2.16767 -2.12314 2.87728 -0.017 -0.012 -0.013
C -3.04879 -1.88049 3.91718 -0.001 -0.002 -0.013
C -2.58993 -1.32219 5.10309 0.012 0.013 0.016
C -1.24747 -0.99778 5.25124 -0.014 -0.010 0.012
C -0.35761 -1.23433 4.21509 -0.007 -0.032 -0.005
C -0.01840 -3.54202 -0.72223 0.025 0.063 0.004
Br 0.77034 -2.21652 -1.80892 -0.026 -0.071 0.009
C -0.39797 -4.70003 -1.37289 -0.004 0.007 0.003
F -0.29272 -4.81052 -2.68905 0.001 -0.003 -0.013
H 1.38152 -3.28152 4.00536 -0.002 -0.002 0.001
H 3.67688 -3.84537 4.66862 0.000 0.001 0.000
H 5.58346 -3.15743 3.25472 -0.002 -0.002 -0.001
H 5.18802 -1.90771 1.15991 0.000 0.000 0.001
H 2.90297 -1.31660 0.48845 -0.003 0.001 0.004
H -2.53485 -2.54223 1.95003 0.006 -0.004 0.000
H -4.09456 -2.12993 3.80019 0.000 -0.001 0.001
H -3.28055 -1.14162 5.91631 0.001 -0.001 -0.001
H -0.88935 -0.56544 6.17612 -0.002 0.004 -0.005
H 0.68268 -0.95936 4.32702 -0.006 0.003 0.002
O -0.35676 1.28952 2.80149 0.044 0.068 -0.038
C -0.07856 2.54951 2.33705 0.003 0.002 0.028
C -0.94200 3.61394 2.55512 -0.006 -0.001 -0.004
C -0.60406 4.87864 2.10152 0.000 -0.005 -0.008
C 0.60366 5.08807 1.44854 0.000 0.003 0.004
C 1.45896 4.01950 1.24185 0.012 0.005 0.012
C 1.11736 2.73192 1.65194 -0.002 0.014 0.035
C 2.09667 1.63737 1.32504 0.004 0.031 -0.081
O 3.26305 1.74263 1.59102 -0.023 -0.012 0.019
O 1.68805 0.60431 0.57205 0.005 -0.001 0.050
H -1.15813 1.29550 3.33771 -0.042 0.000 0.043
H -1.86866 3.45274 3.09518 0.004 -0.002 -0.001
H -1.27956 5.70510 2.27798 0.003 -0.001 0.002
H 0.88347 6.07948 1.12033 -0.001 -0.002 0.000
H 2.41685 4.16484 0.75807 0.000 0.001 0.001